[1]
C16H14BClO2Pt as an isolated structure in a non-equilibrium geometry, computed with wB97M-V/def2-TZVPD.

Geometry as ORCA input:
```
! wB97M-V def2-TZVPD RIJCOSX def2/J DEFGRID3
* xyz 0 5
C -2.152 -0.944 -0.039
C -1.569 -1.118 -1.331
C -1.344 0.162 -1.904
H -1.366 -2.079 -1.799
C -1.735 1.174 -0.947
C -2.284 0.473 0.219
H -2.779 0.943 1.061
H -2.504 -1.731 0.621
H -1.007 0.361 -2.920
H -1.742 2.251 -1.084
Pt -0.106 0.273 0.234
Cl 0.248 -1.834 1.609
C 2.188 0.078 0.332
C 1.809 1.349 -0.279
C 1.374 1.054 -1.632
H 1.971 2.329 0.160
C 1.549 -0.355 -1.862
C 2.069 -0.950 -0.688
H 2.345 -1.989 -0.550
H 2.653 -0.034 1.300
H 1.093 1.810 -2.358
H 1.371 -0.885 -2.794
O -1.121 0.598 3.058
B -0.038 0.716 2.163
O 1.042 1.419 2.743
C 0.613 1.712 3.999
C 1.371 2.227 5.031
C 0.797 2.096 6.308
C -0.437 1.472 6.515
C -1.203 0.960 5.456
C -0.664 1.156 4.202
H 2.341 2.693 4.839
H 1.349 2.501 7.158
H -0.846 1.378 7.522
H -2.150 0.424 5.567
*
```

## Properties
Expectation value of S² = 6.03
LUMO level (alpha / beta) = 0.186 / -2.230 eV
Kohn-Sham gap (alpha / beta) = 0.1814 / 0.2111 Eh

=====

[2]
One molecule with the formula C7H7NO2 in a non-equilibrium geometry, computed with wB97M-V/def2-TZVPD.

Geometry as ORCA input:
```
! wB97M-V def2-TZVPD RIJCOSX def2/J DEFGRID3
* xyz 0 1
N 3.012 1.745 -0.435
C 1.846 1.423 0.124
O 1.555 1.860 1.221
O 1.108 0.680 -0.700
C -0.014 0.049 -0.231
C -0.013 -0.749 0.910
C -1.166 -1.522 1.106
C -2.314 -1.485 0.347
C -2.245 -0.618 -0.688
C -1.103 0.146 -1.014
H 2.996 1.519 -1.417
H 3.898 2.083 -0.079
H 0.836 -0.959 1.611
H -1.080 -2.119 2.027
H -3.168 -2.098 0.603
H -3.115 -0.537 -1.430
H -1.032 0.581 -1.957
*
```

## Properties
LUMO level = 0.838 eV
Structure (SMILES) = NC(=O)Oc1ccccc1
Kohn-Sham gap = 0.3769 Eh

=====

[3]
One molecule with the formula C24H25NO6S, computed with wB97M-V/def2-TZVPD.

Geometry as ORCA input:
```
! wB97M-V def2-TZVPD RIJCOSX def2/J DEFGRID3
* xyz 0 1
C 0.418 -2.813 -0.854
O -0.538 -2.512 -1.872
C -0.219 -1.615 -2.791
O 0.819 -1.000 -2.833
C -1.321 -1.482 -3.829
C -1.331 -0.087 -4.451
C -1.982 0.957 -3.527
C -1.442 0.903 -2.127
C -2.161 0.282 -1.157
C -1.703 0.132 0.191
C -2.406 -0.535 1.152
C -1.911 -0.721 2.477
O -2.409 -1.455 3.313
C -0.691 0.144 2.879
C -1.224 1.420 3.538
O 0.065 -0.557 3.866
C 0.600 -1.691 3.413
O 0.499 -2.068 2.263
C 1.318 -2.409 4.453
C 1.991 -3.596 4.331
C 2.571 -4.013 5.540
C 2.331 -3.139 6.558
S 1.393 -1.793 6.065
C 0.241 0.552 1.742
O 1.409 0.807 1.946
C -0.395 0.683 0.431
C 0.288 1.275 -0.587
N -0.204 1.431 -1.832
C 0.632 2.141 -2.784
C 0.819 3.588 -2.373
C 1.878 4.406 -3.048
C 2.038 4.017 -1.612
H 1.365 -2.321 -1.076
H 0.546 -3.894 -0.836
H 0.043 -2.470 0.109
H -1.109 -2.224 -4.602
H -2.275 -1.736 -3.371
H -0.297 0.182 -4.670
H -1.884 -0.106 -5.391
H -1.869 1.953 -3.960
H -3.052 0.748 -3.475
H -3.126 -0.133 -1.402
H -3.337 -1.024 0.907
H -0.389 2.020 3.892
H -1.851 1.143 4.383
H -1.810 1.991 2.821
H 2.053 -4.130 3.400
H 3.141 -4.918 5.652
H 2.655 -3.213 7.577
H 1.280 1.658 -0.401
H 0.178 2.102 -3.772
H 1.598 1.632 -2.838
H -0.113 4.087 -2.135
H 1.659 5.435 -3.287
H 2.504 3.916 -3.779
H 2.784 3.274 -1.374
H 1.929 4.777 -0.854
*
```

## Properties
LUMO level = 0.170 eV
Structure (SMILES) = COC(=O)CCCC1=CC2=CC(=O)[C@@](C)(OC(=O)c3cccs3)C(=O)C2=CN1CC1CC1
Kohn-Sham gap = 0.2836 Eh

=====

[4]
C43H63GeN6O2PbSi3 as an isolated structure in a non-equilibrium geometry, computed with wB97M-V/def2-TZVPD.

Geometry as ORCA input:
```
! wB97M-V def2-TZVPD RIJCOSX def2/J DEFGRID3
* xyz 2 2
Pb 1.883 -0.737 0.438
C 1.829 -5.752 -5.172
C 1.691 -4.506 -4.365
C 1.476 -3.258 -4.894
C 1.527 -2.096 -4.096
C 1.281 -0.901 -4.782
N 1.555 0.336 -4.529
C 2.486 0.895 -3.533
C 2.909 2.317 -3.843
C 3.250 3.152 -2.651
N 2.321 3.081 -1.505
C 1.950 4.089 -0.785
C 1.233 3.827 0.427
C 0.719 4.861 1.208
C -0.206 4.618 2.205
C -0.919 5.716 2.882
C -0.530 3.288 2.412
C -0.035 2.163 1.780
C -0.332 0.785 2.332
N -0.609 -0.243 1.294
C -0.909 -1.540 1.981
C 0.204 -2.517 2.422
C 0.448 -3.629 1.408
N 0.897 -2.946 0.138
C 1.175 -3.800 -0.769
C 1.551 -3.526 -2.133
C 1.706 -4.593 -2.979
C 1.543 -2.187 -2.668
O 1.487 -1.180 -1.974
C 0.903 2.471 0.795
O 1.562 1.570 0.154
H 1.558 -6.549 -4.546
H 2.803 -6.003 -5.610
H 1.139 -5.804 -6.026
H 1.262 -3.170 -5.970
H 0.770 -1.058 -5.737
H 1.165 1.037 -5.107
H 3.337 0.219 -3.442
H 1.987 0.772 -2.573
H 2.111 2.799 -4.483
H 3.779 2.237 -4.517
H 3.379 4.200 -2.940
H 4.249 2.937 -2.267
H 2.101 2.172 -0.993
H 2.220 5.095 -1.108
H 0.963 5.893 1.010
H -1.096 5.507 3.961
H -1.830 5.889 2.389
H -0.204 6.553 2.784
H -1.271 3.103 3.188
H -1.258 0.812 2.945
H -1.460 -2.056 1.189
H -1.631 -1.401 2.815
H -0.126 -2.919 3.394
H 1.202 -2.117 2.569
H -0.476 -4.247 1.193
H 1.242 -4.323 1.718
H 0.911 -4.936 -0.514
H 1.702 -5.634 -2.585
C 6.437 -2.499 2.525
C 6.646 -1.339 3.181
C 5.553 -0.579 3.443
C 4.281 -0.916 3.085
N 4.081 -2.015 2.344
C 5.163 -2.726 2.023
C 3.077 -0.134 3.582
C 3.138 0.619 4.736
C 2.075 1.543 5.082
C 0.898 1.451 4.416
C 0.691 0.345 3.404
N 1.952 -0.249 2.909
H 7.167 -3.220 2.154
H 7.638 -1.061 3.544
H 5.673 0.387 3.962
H 4.915 -3.550 1.387
H 3.968 0.708 5.389
H 2.233 2.152 5.945
H 0.011 2.043 4.728
H 0.250 -0.475 4.007
C -4.223 2.528 2.283
Si -4.020 0.679 1.901
C -3.890 -0.346 3.434
C -5.536 0.299 0.931
Ge -2.254 0.232 0.326
Si -3.090 -1.753 -0.802
C -3.914 -3.043 0.351
C -1.855 -2.668 -1.906
C -4.476 -1.218 -2.019
Si -2.394 1.859 -1.498
C -1.658 3.592 -1.202
C -4.209 1.967 -1.847
C -1.361 1.248 -3.020
H -5.113 2.803 2.878
H -4.164 3.025 1.330
H -3.434 3.028 2.843
H -4.849 -0.268 4.009
H -2.956 -0.135 4.044
H -3.888 -1.381 3.097
H -6.418 0.728 1.504
H -5.703 -0.694 0.536
H -5.496 0.903 0.040
H -4.216 -2.518 1.242
H -3.239 -3.863 0.634
H -4.722 -3.528 -0.138
H -1.538 -2.192 -2.797
H -2.502 -3.472 -2.227
H -1.069 -3.120 -1.300
H -5.400 -0.818 -1.611
H -4.746 -2.108 -2.622
H -4.162 -0.452 -2.767
H -1.833 4.160 -0.272
H -2.075 4.154 -2.040
H -0.638 3.574 -1.501
H -4.661 2.624 -1.086
H -4.719 1.108 -1.771
H -4.375 2.441 -2.830
H -0.431 0.904 -2.728
H -1.315 2.042 -3.749
H -1.878 0.428 -3.430
*
```

## Properties
Expectation value of S² = 0.78
LUMO level (alpha / beta) = -5.095 / -5.920 eV
Kohn-Sham gap (alpha / beta) = 0.2688 / 0.2405 Eh

=====

Number 4 is which compound?
C43H63GeN6O2PbSi3